# 1
This record from OMol25 describes a molecular structure, C21H22BrCuIN6S2. The level of theory is ωB97M-V/def2-TZVPD.

Last column: natural (NBO) charge in e.
Cartesian coordinates (Å):
Cu -0.2718 0.5664 0.4808  0.750
C 4.1025 -0.3483 0.8391  -0.695
C 2.6998 0.0272 0.4638  0.254
N 1.7551 0.1388 1.3087  -0.270
N 1.9577 -0.0276 2.6302  -0.443
C 0.9940 0.4235 3.4937  0.284
N 1.2628 0.1967 4.7865  -0.769
S -0.3968 1.1962 2.9890  -0.229
C 2.2997 0.3428 -0.9400  0.153
C 3.2045 0.3752 -1.9870  -0.221
C 2.7529 0.6993 -3.2602  -0.143
C 1.4134 0.9714 -3.4534  -0.236
C 0.5713 0.9251 -2.3520  0.085
N 1.0029 0.6323 -1.1284  -0.522
H 4.0992 -1.1968 1.5275  0.229
H 4.6070 0.4900 1.3277  0.250
H 4.6941 -0.6420 -0.0219  0.247
H 2.8527 -0.3337 2.9826  0.387
H 2.1114 -0.2399 5.1052  0.399
H 0.6296 0.5759 5.4682  0.431
H 4.2518 0.1624 -1.8307  0.227
H 3.4491 0.7317 -4.0877  0.234
H 1.0219 1.2125 -4.4313  0.244
H -0.4897 1.1196 -2.4499  0.221
Br -4.0443 -1.8539 -4.3649  0.087
C -2.3139 -1.8357 -5.1223  -0.118
C -2.2044 -1.5965 -6.4855  -0.221
C -0.9579 -1.5596 -7.0876  -0.193
C 0.1866 -1.7608 -6.3300  -0.209
C 0.0816 -2.0006 -4.9682  -0.230
C -1.1681 -2.0419 -4.3599  -0.199
I -1.2444 -2.3971 -2.3017  0.175
H -3.1011 -1.4407 -7.0690  0.238
H -0.8815 -1.3758 -8.1514  0.229
H 1.1639 -1.7409 -6.7968  0.224
H 0.9697 -2.1709 -4.3734  0.226
N -2.4641 -1.5458 1.8958  -0.780
C -3.2250 -0.7958 1.0738  0.339
S -2.5476 0.3528 0.0349  -0.295
N -4.5430 -1.0544 1.1244  -0.589
C -5.6218 -0.5258 0.3522  0.210
C -6.8351 -0.3571 1.0095  -0.257
C -7.9397 0.1099 0.3172  -0.190
C -7.8367 0.4117 -1.0334  -0.210
C -6.6283 0.2240 -1.6867  -0.181
C -5.5172 -0.2522 -1.0049  -0.256
H -1.5225 -1.2323 2.0597  0.419
H -2.8812 -2.1586 2.5764  0.394
H -4.8454 -1.6409 1.8862  0.395
H -6.9122 -0.5854 2.0671  0.212
H -8.8805 0.2428 0.8352  0.225
H -8.6974 0.7836 -1.5739  0.224
H -6.5468 0.4362 -2.7454  0.221
H -4.5881 -0.4249 -1.5273  0.241

Forces on the atoms, in the same order (eV/Å):
Cu -0.50 -0.01 0.32
C -0.04 0.04 -0.03
C 0.16 -0.03 0.00
N -0.12 -0.02 -0.15
N -0.07 0.00 0.08
C 0.00 0.02 -0.04
N -0.03 0.05 0.01
S 0.07 -0.12 0.01
C -0.04 -0.03 -0.04
C 0.07 -0.04 -0.03
C 0.03 -0.01 0.00
C 0.03 -0.01 -0.02
C 0.03 -0.05 0.05
N 0.09 0.14 -0.20
H 0.02 0.01 -0.03
H -0.01 -0.01 -0.01
H 0.00 0.00 0.03
H 0.07 0.01 -0.02
H 0.00 -0.01 0.00
H 0.00 0.00 0.04
H -0.03 -0.01 0.01
H -0.01 0.00 0.00
H -0.03 0.01 0.02
H 0.01 0.01 0.00
Br 0.01 -0.01 0.00
C 0.08 0.03 0.05
C -0.01 0.01 -0.04
C 0.04 0.01 -0.02
C 0.03 -0.01 0.05
C -0.02 -0.02 -0.09
C -0.05 0.00 0.14
I 0.04 -0.03 -0.12
H 0.00 0.00 0.01
H -0.02 -0.01 0.02
H -0.04 0.00 0.01
H -0.03 0.00 -0.01
N 0.02 0.08 -0.07
C -0.12 0.01 -0.13
S 0.23 0.03 0.16
N 0.01 0.00 -0.06
C 0.00 0.05 -0.01
C 0.04 0.04 0.03
C -0.02 0.01 -0.03
C -0.02 0.00 0.02
C 0.03 -0.02 -0.01
C 0.03 -0.09 0.01
H 0.04 0.06 0.04
H -0.01 0.00 0.03
H -0.02 -0.08 0.00
H 0.00 0.02 -0.02
H 0.02 -0.01 0.00
H 0.03 -0.02 0.01
H 0.02 0.00 0.02
H -0.01 0.01 -0.01

Highest occupied orbital energy   -10.28 eV
Max |F|   0.60 eV Å⁻¹
Energy above the lowest of the compared OMol25 structures with the same formula, charge and spin   9.32 kJ/mol
Charge   +1
DFT total energy   -6450.40360 Ha



# 2
This record from OMol25 describes C26H27F4N7O2 in the gas phase. The level of theory is ωB97M-V/def2-TZVPD.

Last column: natural (NBO) charge in e.
Cartesian coordinates (Å):
C -2.5469 -3.2471 -2.1066  -0.310
C -1.4428 -2.6087 -1.7496  -0.299
C -0.3613 -3.3114 -1.0089  0.636
O -0.4440 -4.4713 -0.6605  -0.610
N 0.7182 -2.5063 -0.7785  -0.591
C 1.9293 -2.8035 -0.1526  0.160
C 2.2297 -4.0465 0.3949  -0.260
C 3.4698 -4.2405 0.9788  -0.178
C 4.4007 -3.2211 1.0438  -0.259
C 4.0942 -1.9684 0.5128  0.156
N 5.0627 -0.9629 0.5909  -0.558
C 4.8981 0.3721 0.4385  0.481
N 3.6746 0.8537 0.2816  -0.582
C 3.5117 2.1607 0.0938  0.598
N 2.2646 2.6365 -0.0691  -0.577
C 1.0697 1.9120 -0.0026  0.112
C 0.8960 0.8278 0.8451  -0.198
C -0.3037 0.1483 0.8892  -0.292
C -1.3755 0.5471 0.0903  0.176
N -2.5447 -0.1823 0.1192  -0.595
C -3.7810 0.3080 -0.4095  -0.057
C -5.0475 -0.3820 0.1101  -0.215
N -5.6581 0.9300 0.3402  -0.425
C -6.3810 1.1464 1.5670  -0.248
C -7.7267 0.4322 1.5079  0.060
F -8.4560 0.7141 2.6349  -0.364
C -4.3711 1.6088 0.1841  -0.228
C -1.2154 1.6519 -0.7514  -0.348
C -0.0107 2.3333 -0.7991  0.292
O 0.2309 3.4292 -1.5821  -0.505
C -0.8063 3.9187 -2.3959  -0.250
N 4.5029 3.0661 0.0319  -0.529
C 5.7196 2.6064 0.2231  0.150
C 6.0041 1.2647 0.4483  -0.356
C 7.3936 0.7870 0.6603  0.980
F 8.3041 1.7643 0.6446  -0.315
F 7.7908 -0.1142 -0.2717  -0.335
F 7.5517 0.1423 1.8442  -0.338
C 2.8668 -1.7750 -0.1016  -0.242
H -3.3456 -2.7695 -2.6474  0.196
H -2.6661 -4.2894 -1.8594  0.218
H -1.2869 -1.5651 -1.9828  0.204
H 0.6462 -1.5452 -1.0860  0.407
H 1.5056 -4.8419 0.3551  0.255
H 3.7125 -5.2067 1.3945  0.217
H 5.3623 -3.3896 1.5060  0.208
H 5.9833 -1.2921 0.8443  0.414
H 2.1955 3.5919 -0.3913  0.427
H 1.7136 0.5172 1.4722  0.246
H -0.4192 -0.6952 1.5534  0.217
H -2.6274 -0.8010 0.9122  0.389
H -3.7351 0.3329 -1.5016  0.194
H -5.6010 -1.0025 -0.5945  0.201
H -4.8632 -0.9519 1.0303  0.171
H -6.5527 2.2209 1.6733  0.208
H -5.8237 0.7970 2.4558  0.165
H -8.3085 0.7734 0.6471  0.167
H -7.6035 -0.6546 1.4710  0.156
H -4.4286 2.4815 -0.4675  0.193
H -3.8901 1.8864 1.1294  0.183
H -2.0433 1.9697 -1.3613  0.217
H -1.6704 4.2322 -1.8019  0.178
H -0.3909 4.7829 -2.9117  0.205
H -1.1214 3.1752 -3.1349  0.178
H 6.5143 3.3402 0.1922  0.211
H 2.6333 -0.8170 -0.5321  0.240

Forces on the atoms, in the same order (eV/Å):
C 0.20 0.00 0.07
C -0.26 -0.02 -0.16
C 0.03 0.03 -0.01
O 0.02 -0.15 0.07
N -0.01 0.34 -0.18
C 0.40 -0.29 0.22
C -0.23 -0.16 -0.02
C 0.09 0.18 -0.05
C 0.03 0.07 0.02
C -0.45 -0.33 -0.04
N 0.44 -0.09 0.11
C 0.32 0.71 0.02
N -0.10 -0.07 0.00
C 0.89 -0.14 0.00
N -0.25 0.55 -0.15
C -0.34 -0.08 -0.19
C -0.19 0.17 -0.01
C -0.13 0.05 -0.04
C 0.29 0.02 -0.02
N -0.20 -0.34 0.31
C 0.18 0.18 -0.13
C -0.09 -0.22 -0.14
N -0.18 0.02 0.07
C -0.30 -0.09 0.01
C 0.32 0.02 -0.46
F -0.29 0.17 0.67
C 0.00 0.26 -0.15
C -0.24 0.01 -0.06
C 0.46 -0.04 0.13
O 0.23 -0.36 0.40
C -0.21 0.13 -0.19
N -0.49 0.45 -0.08
C 0.11 -0.55 0.08
C 0.03 0.00 0.00
C 0.26 -0.14 -0.01
F -0.07 0.29 -0.04
F -0.12 -0.06 -0.14
F -0.16 -0.06 0.15
C -0.12 -0.06 -0.09
H -0.09 0.18 -0.10
H 0.02 -0.19 0.08
H -0.06 0.13 -0.06
H -0.13 -0.16 0.04
H -0.03 -0.02 0.00
H 0.02 -0.08 0.04
H 0.12 0.00 0.08
H -0.10 0.15 -0.08
H 0.14 -0.10 0.09
H 0.00 -0.04 0.05
H 0.00 -0.12 0.07
H -0.02 0.06 -0.09
H -0.06 0.03 0.01
H 0.08 -0.13 0.04
H 0.03 -0.01 0.07
H -0.03 -0.06 0.06
H -0.02 0.05 -0.06
H 0.16 -0.09 -0.03
H 0.05 0.05 -0.15
H 0.10 0.08 0.03
H 0.03 -0.05 0.04
H -0.10 0.09 -0.11
H 0.03 -0.02 -0.02
H -0.08 -0.05 0.01
H 0.01 0.02 0.04
H 0.12 -0.04 0.01
H -0.06 -0.05 -0.03

Highest occupied orbital energy   -7.58 eV
SMILES string   C=CC(=O)Nc1cccc(Nc2nc(Nc3ccc(NC4CN(CCF)C4)cc3OC)ncc2C(F)(F)F)c1
Max |F|   0.90 eV Å⁻¹
DFT total energy   -1940.23247 Ha